Record 1
# C21H28N2O3S

A single C21H28N2O3S molecule (the ωB97M-V functional and the def2-TZVPD basis, the Open Molecules 2025 dataset).

The geometry in ORCA input format:
```
! RIJCOSX wB97M-V def2-TZVPD def2/J DEFGRID3
* xyz 0 1
C 0.72 2.72 -1.92
H 1.26 3.23 -1.13
H 0.20 1.86 -1.49
H -0.03 3.40 -2.32
C 1.68 2.27 -3.03
C 2.75 1.38 -2.45
C 4.00 1.84 -2.10
C 4.95 1.00 -1.54
C 4.64 -0.33 -1.31
C 3.39 -0.81 -1.64
C 2.45 0.03 -2.21
O 1.18 -0.36 -2.57
C 0.80 -1.70 -2.39
C 0.54 -2.12 -0.94
O 0.29 -3.27 -0.64
N 0.61 -1.11 -0.05
H 0.76 -0.17 -0.39
C 0.16 -1.25 1.31
H -0.07 -2.30 1.45
H 0.96 -0.96 2.01
C -1.07 -0.36 1.56
C -2.10 -0.57 0.49
C -2.60 -1.73 -0.02
C -3.56 -1.53 -1.03
C -3.79 -0.21 -1.28
S -2.83 0.80 -0.29
H -4.47 0.23 -1.99
H -4.06 -2.33 -1.55
H -2.27 -2.71 0.29
N -1.56 -0.53 2.92
C -2.42 0.56 3.36
H -1.91 1.52 3.17
C -2.66 0.42 4.87
O -3.27 -0.81 5.17
C -2.47 -1.88 4.71
C -2.23 -1.79 3.20
H -1.60 -2.62 2.89
H -3.20 -1.86 2.68
H -3.01 -2.80 4.96
H -1.50 -1.87 5.23
H -3.34 1.19 5.23
H -1.70 0.50 5.39
H -3.39 0.56 2.84
H -0.74 0.69 1.50
H 1.52 -2.40 -2.84
H -0.15 -1.81 -2.92
H 3.16 -1.85 -1.44
H 5.37 -0.99 -0.87
H 5.93 1.38 -1.27
H 4.26 2.88 -2.26
C 2.23 3.49 -3.76
H 2.65 4.21 -3.07
H 3.00 3.20 -4.48
H 1.43 3.99 -4.31
H 1.11 1.67 -3.75
*
```

Summary:
Electronic energy, eV: -42189.3610
LUMO level, eV: 0.60
E_HOMO, eV: -8.66
SMILES: CC(C)c1ccccc1OCC(=O)NC[C@@H](c1cccs1)N1CCOCC1



Record 2
# C3H8N3

2 unconnected molecules or ions with the total composition C3H8N3 at a distorted geometry (the ωB97M-V functional and the def2-TZVPD basis, the Open Molecules 2025 dataset).

The geometry in ORCA input format:
```
! RIJCOSX wB97M-V def2-TZVPD def2/J DEFGRID3
* xyz 1 1
C -3.14 -0.44 -0.13
C 0.70 -0.21 0.07
C 0.65 1.32 0.05
N -2.23 0.39 -0.09
N -0.25 -0.98 0.08
N 2.16 -0.82 0.14
H -3.22 -1.50 -0.37
H -4.14 0.10 -0.33
H 1.31 1.75 -0.70
H 0.90 1.63 1.12
H -0.35 1.80 -0.05
H 2.52 -0.79 -0.74
H 2.33 -1.94 0.20
H 2.76 -0.32 0.75
*
```

Summary:
Electronic energy, eV: -7699.0546
LUMO level (spin up / spin down), eV: -5.65 / -4.01
E_HOMO (spin up / spin down), eV: -13.04 / -14.73



Record 3
# C17H33EuINOP2

A molecular structure, C17H33EuINOP2 at a distorted geometry (the ωB97M-V functional and the def2-TZVPD basis, the Open Molecules 2025 dataset).

The geometry in ORCA input format:
```
! RIJCOSX wB97M-V def2-TZVPD def2/J DEFGRID3
* xyz 2 7
C 0.82 0.06 -4.56
I -2.05 -0.34 -4.00
H 1.85 0.23 -4.19
H 0.47 0.88 -5.21
H 0.73 -0.89 -5.09
Eu 0.20 0.11 -2.26
P -0.43 2.69 -0.82
C -1.93 3.64 -1.26
C 0.24 3.80 0.45
H 0.57 4.74 -0.02
H 0.69 4.21 -2.30
H 1.09 3.33 0.96
H 1.65 2.70 -2.15
H -2.62 3.62 -0.40
H -0.53 4.02 1.20
C 0.63 3.11 -2.27
H -1.65 4.69 -1.47
H 0.21 2.75 -3.23
H -2.43 3.20 -2.13
P -0.29 -2.39 -0.69
C -1.80 -3.41 -0.84
C 0.76 -3.18 -1.99
H 1.18 -2.49 1.26
H 0.88 -4.12 0.57
H -0.37 -3.31 1.58
C 0.42 -3.15 0.83
H 1.80 -2.84 -1.91
H 0.72 -4.27 -1.84
H -1.53 -4.46 -1.02
H -2.40 -3.03 -1.69
H 0.38 -2.92 -3.00
H -2.40 -3.33 0.07
C -2.11 0.40 -1.08
O -3.23 0.47 -0.79
C -2.26 -0.91 2.10
N -1.19 -0.31 2.81
C -0.69 -1.00 3.96
C -0.49 0.83 2.27
C 0.90 0.54 1.78
C 1.91 0.38 2.76
C 3.18 -0.02 2.38
C 3.48 -0.22 1.03
C 2.48 0.04 0.04
C 1.21 0.43 0.43
H -2.78 -1.61 2.76
H -1.89 -1.48 1.23
H -2.97 -0.15 1.75
H 0.08 -1.74 3.70
H -0.28 -0.31 4.70
H -1.54 -1.56 4.38
H -1.10 1.24 1.45
H -0.42 1.60 3.07
H 1.68 0.57 3.81
H 3.94 -0.20 3.15
H 4.48 -0.56 0.73
H 2.75 -0.08 -1.02
*
```

Summary:
Electronic energy, eV: -67687.2305
LUMO level (spin up / spin down), eV: -7.84 / -8.84
E_HOMO (spin up / spin down), eV: -13.49 / -13.19
Expectation value of S²: 12.0763



Record 4
# C28H76N4O14

8 unconnected molecules or ions with the total composition C28H76N4O14 at a distorted geometry (the ωB97M-V functional and the def2-TZVPD basis, the Open Molecules 2025 dataset).

The geometry in ORCA input format:
```
! RIJCOSX wB97M-V def2-TZVPD def2/J DEFGRID3
* xyz 0 1
C -2.19 -4.93 -1.01
O -1.38 -4.89 0.10
C -1.96 -3.97 1.05
C -1.09 -4.18 2.34
N 0.34 -3.89 2.07
C 1.13 -4.29 3.20
C 2.67 -3.99 2.91
O 3.15 -4.71 1.79
C 4.55 -4.49 1.61
H -2.34 -3.92 -1.41
H -3.02 -5.62 -0.87
H -1.56 -5.49 -1.70
H -2.95 -4.31 1.38
H -1.95 -2.92 0.77
H -1.20 -5.23 2.63
H -1.54 -3.65 3.18
H 0.70 -4.44 1.30
H 0.96 -5.34 3.44
H 0.83 -3.71 4.07
H 3.29 -4.29 3.75
H 2.85 -2.92 2.82
H 4.84 -3.44 1.58
H 4.89 -5.01 0.71
H 5.06 -4.82 2.52
C 2.58 -2.42 -3.85
O 4.02 -2.43 -3.52
C 4.28 -1.97 -2.16
C 3.82 -0.46 -2.06
N 4.57 0.31 -3.00
C 4.07 1.69 -2.98
C 4.84 2.67 -3.94
O 4.61 2.60 -5.33
C 3.53 3.45 -5.69
H 2.19 -1.40 -3.85
H 1.98 -2.82 -3.04
H 2.39 -2.86 -4.83
H 5.35 -1.97 -1.95
H 3.70 -2.51 -1.41
H 4.07 -0.08 -1.06
H 2.75 -0.29 -1.99
H 4.18 -0.02 -3.87
H 4.20 2.10 -1.97
H 3.03 1.75 -3.30
H 5.91 2.56 -3.76
H 4.65 3.68 -3.58
H 2.51 3.15 -5.45
H 3.51 3.54 -6.77
H 3.65 4.44 -5.23
C -2.00 3.88 -0.24
O -3.08 3.05 0.26
C -4.16 3.84 0.65
C -5.04 3.02 1.48
N -4.60 2.65 2.82
C -5.62 2.14 3.66
C -4.98 1.31 4.82
O -4.13 0.22 4.30
C -2.81 0.20 4.74
H -1.59 4.58 0.48
H -2.26 4.41 -1.15
H -1.05 3.37 -0.45
H -4.79 4.16 -0.18
H -3.91 4.79 1.12
H -5.35 2.11 0.96
H -5.99 3.54 1.62
H -3.90 1.93 2.70
H -6.33 1.48 3.16
H -6.21 2.90 4.17
H -5.71 0.93 5.53
H -4.38 1.99 5.43
H -2.35 1.17 4.54
H -2.29 -0.61 4.23
H -2.70 -0.02 5.80
C -3.89 1.94 -3.77
O -3.14 3.10 -4.13
C -2.54 2.93 -5.44
C -1.27 1.96 -5.58
N -0.06 2.49 -5.03
C 0.07 2.47 -3.50
C -0.33 1.17 -2.76
O 0.28 0.00 -3.33
C -0.57 -1.13 -3.02
H -3.48 0.94 -3.91
H -4.77 1.84 -4.40
H -4.27 1.95 -2.75
H -2.12 3.90 -5.71
H -3.38 2.73 -6.11
H -1.05 1.93 -6.65
H -1.40 0.96 -5.19
H 0.09 3.41 -5.42
H -0.61 3.26 -3.18
H 1.11 2.72 -3.31
H -1.42 1.05 -2.79
H -0.14 1.14 -1.68
H -1.04 -1.08 -2.04
H -0.02 -2.07 -3.06
H -1.31 -1.14 -3.82
O -2.08 0.89 1.40
H -2.79 0.25 1.46
H -2.43 1.58 0.83
O -0.15 2.29 3.34
H -0.54 1.72 2.69
H -0.89 2.69 3.79
C 2.64 -0.01 4.86
C 2.39 0.52 6.24
O 2.36 -0.58 7.14
O 4.01 -0.42 4.80
H 2.59 0.88 4.24
H 1.97 -0.84 4.62
H 1.39 0.94 6.33
H 3.10 1.28 6.57
H 3.21 -0.95 6.88
H 4.14 -1.30 5.17
C 0.42 -0.90 0.41
C 1.00 -0.52 1.78
O 0.24 -1.11 2.81
O 1.01 -2.13 -0.08
H 0.71 -0.12 -0.29
H -0.66 -1.04 0.46
H 1.09 0.57 1.75
H 2.07 -0.69 1.93
H 0.32 -2.06 2.72
H 0.88 -2.69 0.69
*
```

Summary:
Electronic energy, eV: -64884.8956
LUMO level, eV: 0.34
E_HOMO, eV: -8.62
SMILES: COCCNCCOC.COCCNCCOC.COCCNCCOC.COCCNCCOC.OCCO.OCCO.O.O